DFT (the ωB97M-V functional and the def2-TZVPD basis) results for one molecule with the formula C20H26Cl2NO3P in a non-equilibrium geometry.

**Net charge**: 0
**Orbital gap**: 8.546 eV

Last column: Löwdin charge in e.
Positions of all 53 atoms, in Å:
C (0.898, -4.481, -1.397)  -0.0801
H (0.651, -4.095, -2.383)  0.0778
H (0.705, -5.552, -1.390)  0.0761
H (1.960, -4.329, -1.220)  0.0733
C (0.062, -3.791, -0.321)  -0.4288
C (0.450, -4.296, 1.067)  -0.0756
H (0.211, -5.353, 1.162)  0.0761
H (1.516, -4.174, 1.240)  0.0761
H (-0.089, -3.751, 1.838)  0.0811
C (0.150, -2.263, -0.417)  -0.1607
C (1.537, -1.679, -0.176)  -0.2171
H (2.263, -2.043, -0.907)  0.1278
H (1.879, -1.916, 0.836)  0.1139
O (1.523, -0.267, -0.334)  -0.2587
P (0.856, 0.599, 0.854)  0.6877
O (1.086, 0.022, 2.188)  -0.2653
C (-0.866, 0.905, 0.420)  -0.2790
C (-1.219, 1.290, -0.868)  -0.0713
C (-2.533, 1.542, -1.186)  -0.0164
C (-3.550, 1.427, -0.220)  -0.2271
N (-4.856, 1.669, -0.535)  -0.1932
C (-5.877, 1.601, 0.482)  -0.0660
H (-5.698, 2.329, 1.281)  0.0940
H (-6.846, 1.816, 0.038)  0.0811
H (-5.921, 0.602, 0.922)  0.0905
C (-5.215, 2.141, -1.850)  -0.0661
H (-4.942, 1.409, -2.615)  0.0905
H (-4.724, 3.091, -2.083)  0.0935
H (-6.290, 2.294, -1.900)  0.0811
C (-3.171, 1.042, 1.079)  -0.0172
C (-1.854, 0.789, 1.387)  -0.0674
H (-1.570, 0.493, 2.387)  0.1121
H (-3.909, 0.943, 1.857)  0.0939
H (-2.770, 1.835, -2.195)  0.0941
H (-0.450, 1.381, -1.622)  0.0950
H (-0.191, -1.939, -1.404)  0.1237
H (-0.519, -1.816, 0.326)  0.1074
H (-0.989, -4.050, -0.493)  0.1323
C (1.751, 2.241, 0.735)  -0.3856
C (3.189, 1.932, 0.455)  -0.2334
C (4.109, 1.762, 1.482)  -0.0062
C (5.418, 1.400, 1.221)  -0.0907
C (5.817, 1.197, -0.089)  -0.6740
C (4.924, 1.356, -1.138)  -0.1229
C (3.621, 1.720, -0.853)  -0.6030
Cl (2.517, 1.905, -2.155)  0.7641
H (5.237, 1.198, -2.157)  0.1044
Cl (7.445, 0.740, -0.433)  0.6785
H (6.122, 1.273, 2.028)  0.1064
H (3.796, 1.928, 2.501)  0.1211
O (1.500, 2.867, 1.956)  -0.0376
H (1.528, 2.181, 2.642)  0.0784
H (1.327, 2.876, -0.046)  0.1117